*a*
The following is a quantum chemistry calculation of 18 unconnected molecules or ions with the total composition H36O18, from the Open Molecules 2025 dataset.

## Properties
- orbital gap (eV) = 10.492
- HOMO (eV) = -10.80

```
54
H36O18 | the Open Molecules 2025 dataset | wB97M-V/def2-TZVPD
O -2.91 -2.24 3.64
H -3.37 -1.60 4.11
H -2.60 -1.71 2.83
O 1.69 3.13 -2.82
H 1.84 3.34 -3.69
H 2.44 3.03 -2.31
O -2.98 0.31 3.80
H -2.20 0.73 3.40
H -2.98 1.08 4.46
O 1.23 -0.02 1.35
H 2.09 -0.45 1.37
H 0.63 -0.66 1.16
O -0.85 0.91 -2.79
H -1.22 1.61 -3.27
H -1.43 0.10 -2.99
O -0.81 -4.00 2.68
H -0.97 -4.94 2.54
H -1.60 -3.65 3.04
O -2.70 3.33 -2.59
H -3.43 2.83 -3.04
H -2.07 2.75 -2.25
O -6.02 1.19 -0.02
H -5.93 2.19 -0.22
H -6.02 0.76 -0.93
O 4.31 -0.68 -3.12
H 4.66 0.16 -2.78
H 4.85 -1.39 -2.66
O 0.42 2.02 -0.66
H 0.59 2.55 -1.49
H 0.47 1.05 -0.86
O 3.95 1.59 1.10
H 3.56 1.56 1.98
H 3.57 2.52 0.88
O -1.20 2.56 1.51
H -0.97 2.41 0.50
H -0.62 1.96 2.08
O -3.31 -4.04 0.93
H -3.95 -4.14 0.30
H -3.56 -3.61 1.79
O -1.02 -4.35 -1.17
H -0.46 -3.60 -0.94
H -1.62 -4.74 -0.44
O -0.44 6.24 -0.01
H -1.24 6.15 -0.37
H -0.48 5.19 0.19
O 4.22 -1.00 0.24
H 4.60 -0.86 -0.67
H 3.75 -0.15 0.33
O 3.73 -1.46 2.69
H 3.41 -2.27 3.08
H 4.11 -1.86 2.04
O 3.33 -3.29 -4.04
H 2.61 -3.18 -4.63
H 2.90 -3.36 -3.21
```

*b*
The following is a quantum chemistry calculation of 18 unconnected molecules or ions with the total composition H36O18, from the Open Molecules 2025 dataset.

## Properties
- orbital gap (eV) = 9.911
- HOMO (eV) = -10.19

```
54
H36O18 | the Open Molecules 2025 dataset | wB97M-V/def2-TZVPD
O 1.46 5.98 0.15
H 2.28 5.62 0.41
H 1.26 5.22 -0.47
O 4.23 -3.27 -0.45
H 4.91 -3.81 -0.48
H 3.91 -2.86 0.38
O 0.06 -3.13 -2.40
H 0.88 -2.52 -2.46
H -0.30 -3.19 -3.33
O 0.74 0.70 -0.83
H 0.73 0.44 -1.79
H 1.61 0.32 -0.73
O -0.20 -1.61 -5.22
H -0.51 -1.11 -4.36
H 0.80 -1.76 -5.27
O 4.30 -2.68 2.30
H 4.17 -1.79 2.45
H 4.81 -3.23 2.96
O 2.07 2.32 -4.02
H 2.74 1.65 -4.23
H 2.30 3.12 -4.47
O 1.95 -1.71 -0.53
H 1.27 -2.02 -0.08
H 2.60 -2.41 -0.72
O -0.74 -0.23 1.26
H -1.36 0.60 0.97
H -0.96 -0.95 0.66
O 0.77 3.27 3.35
H 0.45 2.70 2.59
H -0.07 3.44 3.81
O 0.12 3.21 -0.81
H 0.71 2.66 -0.27
H 0.01 2.74 -1.65
O -3.39 -0.52 1.23
H -4.17 -0.84 1.37
H -2.73 -1.06 1.57
O -5.90 -2.64 -0.83
H -5.43 -2.38 -0.06
H -5.16 -3.27 -0.98
O -1.43 -4.58 -0.67
H -1.29 -4.87 0.24
H -0.56 -4.23 -0.87
O -3.70 2.75 2.74
H -4.36 2.53 3.39
H -3.96 3.31 1.91
O 3.29 4.34 1.37
H 2.32 4.06 1.48
H 3.92 3.49 1.42
O -0.83 -3.13 3.50
H -0.83 -3.52 4.28
H -0.63 -2.17 3.46
O -3.09 1.41 -0.27
H -3.46 0.64 -0.61
H -3.58 1.61 0.47
```

Relative energy of each structure, in eV: *a* 0.000; *b* 0.780.

*a*
The following is a quantum chemistry calculation of 2 unconnected molecules or ions with the total composition CH4O2P, from the Open Molecules 2025 dataset.

## Properties
- charge = -1
- orbital gap (eV) = 8.462
- HOMO (eV) = -3.93

```
8
CH4O2P | the Open Molecules 2025 dataset | wB97M-V/def2-TZVPD
C -0.25 0.63 -0.67
O -0.90 -1.57 1.05
O 0.77 0.15 1.92
P 0.11 -0.51 0.74
H -1.00 1.33 -0.27
H 0.44 1.32 -0.87
H -0.61 0.06 -1.54
H 1.45 -1.41 -0.36
```

*b*
The following is a quantum chemistry calculation of 2 unconnected molecules or ions with the total composition CH4O2P, from the Open Molecules 2025 dataset.

## Properties
- charge = -1
- orbital gap (spin up / spin down) (eV) = 8.021 / 7.511
- HOMO (spin up / spin down) (eV) = -3.65 / -3.07

```
8
CH4O2P | the Open Molecules 2025 dataset | wB97M-V/def2-TZVPD
C -0.75 0.17 -0.42
O 1.11 1.46 1.68
O 1.75 -0.84 -0.92
P 0.84 -0.46 0.19
H -1.16 -0.24 -1.31
H -1.48 0.24 0.33
H -0.57 1.14 -0.70
H 0.26 -1.47 1.15
```

Relative energy of each structure, in eV: *a* 0.000; *b* 3.981.